Entry from the Open Molecules 2025 dataset: the molecule C5H12N2O at a distorted geometry (ωB97M-V with the def2-TZVPD basis set).

```
20
Properties=species:S:1:pos:R:3:forces:R:3
C -1.1806 2.1797 -1.0486 0.038 -0.437 -0.404
N 0.1996 1.7586 -0.8158 -0.575 -0.559 0.097
C 0.4055 0.4837 -0.1149 1.241 -0.009 -0.329
C 0.6688 -0.6586 -1.1364 0.607 0.098 0.552
N 2.0726 -1.1047 -1.1152 -0.218 -0.330 0.389
C -0.6690 0.0964 0.9142 0.110 -0.126 -0.997
C -0.3810 -1.2003 1.6421 0.471 0.839 0.254
O -1.2114 -1.9235 2.1150 -0.057 -0.161 -0.159
H -1.6681 2.6382 -0.1848 0.061 0.386 -0.109
H -1.1938 2.7870 -1.9527 -0.152 0.500 0.316
H -1.8316 1.3426 -1.3072 0.294 -0.274 -0.017
H 0.7250 2.4871 -0.3767 0.088 0.352 0.212
H 1.3882 0.6124 0.3656 -0.336 -0.036 0.367
H 0.0695 -1.5087 -0.7963 -0.289 -0.071 -0.782
H 0.4821 -0.2767 -2.1393 -0.845 -0.248 0.076
H 2.4155 -1.3938 -2.0199 -0.007 0.154 0.086
H 2.6923 -0.4376 -0.6924 0.203 0.233 -0.165
H -0.7648 0.8871 1.6601 -0.234 0.011 0.054
H -1.5814 -0.0227 0.3265 -0.332 0.065 0.555
H 0.7078 -1.3591 1.8004 -0.068 -0.389 0.002
```
Forces are in eV/Å.

Its frontier orbital gap is 9.80 eV. The net charge is 0. Its multiplicity is 1. As for the SMILES: CN[C@H](CN)CC=O. As for the LUMO energy: 0.0326 Eh. The HOMO energy comes out at -0.32762 hartree.


Entry from the Open Molecules 2025 dataset: the ion C2H5N2O with charge +1 at a distorted geometry (ωB97M-V with the def2-TZVPD basis set).

```
10
Properties=species:S:1:pos:R:3:forces:R:3
C 0.3253 1.3900 -0.8345 1.899 -3.601 0.243
N 0.7295 0.1783 -0.5542 -1.996 0.952 2.156
C 0.1642 -0.7846 0.3190 0.483 -0.308 -0.251
N -1.0033 -0.7625 0.9467 0.015 -2.958 0.141
O -1.9116 0.0066 1.2392 0.801 0.807 -1.001
H -0.5426 1.7802 -0.4540 -1.994 0.948 0.829
H 1.0290 1.8053 -1.4613 0.782 1.865 -1.431
H 1.6254 -0.0983 -0.8903 0.747 -0.278 -0.530
H 0.7560 -1.7090 0.5360 -0.642 1.099 -0.755
H -1.1719 -1.8061 1.1534 -0.095 1.473 0.598
```
Forces are in eV/Å.

Its frontier orbital gap (spin up / spin down) is 8.18 / 8.17 eV. The net charge is +1. Its multiplicity is 1. As for the SMILES: C=[NH+]/C=[NH+]\[O-]. As for the LUMO energy (spin up / spin down): -0.2328 / -0.2328 Eh. The HOMO energy (spin up / spin down) comes out at -0.53329 / -0.53322 hartree.


Entry from the Open Molecules 2025 dataset: a cluster of 2 separate species, C6H11P in total at a distorted geometry (ωB97M-V with the def2-TZVPD basis set).

```
18
Properties=species:S:1:pos:R:3:forces:R:3
C 1.6085 1.8218 0.7358 -2.242 3.835 -1.463
C 1.3425 1.0962 -0.5127 -3.176 -2.413 0.618
P 0.0725 -0.0336 -0.7551 0.322 1.264 1.179
C -0.9912 0.1327 0.8532 0.692 -1.784 -0.988
C -2.2641 -0.7709 0.7879 1.609 1.704 3.897
H 1.0199 2.8487 0.8958 0.308 -2.074 -0.746
H 2.5175 2.2753 0.7417 3.249 0.824 -0.141
H 1.5004 1.3871 1.6536 -0.538 -1.928 2.068
H 1.9021 1.1239 -1.4066 1.201 0.593 -0.535
H -0.3508 0.0191 1.7177 0.156 -0.950 0.351
H -1.1816 1.1348 0.9560 -1.024 2.730 -0.206
H -2.7284 -0.5984 -0.1086 -1.993 0.772 -1.773
H -1.8488 -1.6986 0.6760 0.702 -2.899 -0.074
H -2.8650 -0.7914 1.7865 0.701 0.382 -2.134
C 0.9117 -2.5933 -3.6918 0.477 -1.143 3.638
C 1.1481 -3.0394 -2.5617 -0.420 1.000 -3.718
H 0.5998 -2.1000 -4.5877 0.136 -0.154 0.105
H 1.4618 -3.5536 -1.6773 -0.160 0.241 -0.079
```
Forces are in eV/Å.

Its frontier orbital gap is 9.20 eV. The net charge is 0. Its multiplicity is 1. As for the SMILES: C/C=P\CC.C#C. As for the LUMO energy: 0.0176 Eh. The HOMO energy comes out at -0.32058 hartree.